No. 1
# C2HF5

An isolated molecule of C2HF5 in a non-equilibrium geometry (wB97M-V/def2-TZVPD, the OMol25 dataset).

Gap between HOMO and LUMO: 14.05 eV
Energy relative to the best compared isomer or geometry (same formula, charge and spin): 4.0 kcal per mole
Structure (SMILES): FC(F)C(F)(F)F

Positions of all 8 atoms, in Å:
F: -0.567 -0.529 -1.651
C: -0.544 0.217 -0.506
F: -0.373 1.494 -0.914
C: 0.528 -0.227 0.510
F: 0.335 0.464 1.701
F: 1.787 0.021 0.109
F: 0.357 -1.556 0.734
H: -1.523 0.116 0.017



No. 2
# C3H3OS2

A structure of composition C3H3OS2 in a non-equilibrium geometry (wB97M-V/def2-TZVPD, the OMol25 dataset).

Gap between HOMO and LUMO: 7.19 eV
Net charge: -1
Energy relative to the best compared isomer or geometry (same formula, charge and spin): 17.5 kcal per mole

Positions of all 9 atoms, in Å:
C: 1.623 0.700 0.205
C: 2.584 -0.332 0.651
C: 0.271 0.050 0.244
O: 2.862 -0.720 1.756
S: 1.872 2.206 -0.292
S: 2.820 -1.090 -0.906
H: 0.313 -1.098 -0.096
H: -0.401 0.611 -0.256
H: -0.011 0.010 1.305



No. 3
# C6H11N3

An isolated molecule of C6H11N3 in a non-equilibrium geometry (wB97M-V/def2-TZVPD, the OMol25 dataset).

Gap between HOMO and LUMO: 10.10 eV
Energy relative to the best compared isomer or geometry (same formula, charge and spin): 79.2 kcal per mole
Structure (SMILES): [H]/N=C\N=C/N1C[C@@H]1CC

Positions of all 20 atoms, in Å:
H: 3.241 -1.320 -1.243
N: 3.047 -1.647 -0.192
C: 2.642 -0.729 0.490
N: 2.669 0.614 0.012
C: 1.709 1.431 -0.058
N: 0.449 1.247 0.408
C: -0.764 1.767 -0.038
C: -0.480 0.341 -0.156
C: -1.343 -0.615 0.642
C: -2.453 -1.234 -0.302
H: 2.222 -0.981 1.448
H: 1.975 2.385 -0.680
H: -1.400 2.151 0.818
H: -0.755 2.304 -1.078
H: -0.069 -0.042 -1.039
H: -0.867 -1.467 1.039
H: -1.692 -0.180 1.590
H: -1.906 -1.645 -1.282
H: -3.119 -0.403 -0.584
H: -3.106 -1.975 0.205